No. 1
Molecular formula: C4H2Cl3F
Method: DFT, ωB97M-V/def2-TZVPD

Positions of all 10 atoms, in Å:
Cl -1.25 2.20 1.02
F -0.91 1.42 -1.37
Cl 0.37 -2.50 -0.79
C 0.74 -0.80 -0.89
H 1.62 0.67 -2.01
C 0.14 -0.01 0.16
C -0.61 1.06 -0.11
H 1.50 -1.00 -2.84
Cl 0.60 -0.37 1.78
C 1.38 -0.38 -1.97

Computed properties:
SMILES: C=C(Cl)/C(Cl)=C(\F)Cl
Net charge: 0
Energy above the lowest of the compared OMol25 structures with the same formula, charge and spin: 0.0 kJ/mol
Frontier orbital gap: 9.91 eV
Electronic energy: -44463.762 eV

What are the Mulliken partial charges on each atom? They are as follows, in elementary charge units: number 1, Cl, carries -0.14; number 2, F, carries -0.20; number 3, Cl, carries -0.20; number 4, C, carries 0.40; number 5, H, carries 0.29; number 6, C, carries 0.12; number 7, C, carries 0.30; number 8, H, carries 0.28; number 9, Cl, carries -0.15; number 10, C, carries -0.70



No. 2
Molecular formula: C2H4N2OS
Method: DFT, ωB97M-V/def2-TZVPD

Positions of all 10 atoms, in Å:
H -4.19 0.71 1.13
O 0.81 0.84 -1.12
N 3.55 0.50 0.59
C 2.53 0.15 0.18
N 0.74 -1.24 -0.31
H -0.06 -1.46 -0.89
H 1.15 -1.92 0.24
S -3.06 0.61 0.26
C 1.22 -0.05 -0.45
H -2.69 1.86 0.37

Computed properties:
SMILES: N#CC(N)=O.S
Net charge: 0
Energy above the lowest of the compared OMol25 structures with the same formula, charge and spin: 157.0 kJ/mol
Frontier orbital gap: 10.46 eV
Electronic energy: -18001.032 eV

What are the Mulliken partial charges on each atom? They are as follows, in elementary charge units: number 1, H, carries 0.16; number 2, O, carries -0.52; number 3, N, carries -0.33; number 4, C, carries 0.15; number 5, N, carries -0.33; number 6, H, carries 0.25; number 7, H, carries 0.20; number 8, S, carries -0.32; number 9, C, carries 0.57; number 10, H, carries 0.15



No. 3
Molecular formula: C5H8OSi
Method: DFT, ωB97M-V/def2-TZVPD

Positions of all 15 atoms, in Å:
H 2.63 1.30 -1.26
C -2.00 0.04 0.00
C 1.44 -1.37 0.40
H 1.59 -2.39 0.62
C 1.87 0.72 -0.63
O -1.88 -1.01 -0.97
H -0.87 -1.11 -1.23
C 0.87 1.53 -0.12
H -2.64 0.81 -0.43
Si -0.32 0.56 0.90
H 0.89 2.49 0.12
H -0.45 0.60 2.37
C 2.12 -0.59 -0.45
H 3.07 -0.90 -0.89
H -2.60 -0.40 0.82

Computed properties:
Net charge: 0
Energy above the lowest of the compared OMol25 structures with the same formula, charge and spin: 407.4 kJ/mol
Frontier orbital gap: 8.53 eV
Electronic energy: -15234.738 eV

What are the Mulliken partial charges on each atom? They are as follows, in elementary charge units: number 1, H, carries 0.22; number 2, C, carries -0.43; number 3, C, carries -1.05; number 4, H, carries 0.31; number 5, C, carries -0.17; number 6, O, carries -0.52; number 7, H, carries 0.34; number 8, C, carries -0.55; number 9, H, carries 0.34; number 10, Si, carries 0.36; number 11, H, carries 0.53; number 12, H, carries -0.11; number 13, C, carries 0.21; number 14, H, carries 0.30; number 15, H, carries 0.20



No. 4
Molecular formula: C2H4Br2O2
Method: DFT, ωB97M-V/def2-TZVPD

Positions of all 10 atoms, in Å:
Br 2.49 -0.28 -0.34
H -0.99 2.07 -0.36
C 0.55 -0.75 0.15
Br -2.13 -0.55 -0.23
H 0.20 0.15 1.83
H 0.33 -1.73 -0.35
O -0.26 1.61 -0.07
O 0.46 -0.78 1.49
C -0.41 0.19 -0.55
H -0.24 0.07 -1.57

Computed properties:
SMILES: O[C@H](Br)[C@H](O)Br
Net charge: 0
Energy above the lowest of the compared OMol25 structures with the same formula, charge and spin: 49.9 kJ/mol
Frontier orbital gap: 10.75 eV
Electronic energy: -146318.039 eV

What are the Mulliken partial charges on each atom? They are as follows, in elementary charge units: number 1, Br, carries -0.22; number 2, H, carries 0.32; number 3, C, carries -0.26; number 4, Br, carries -0.07; number 5, H, carries 0.41; number 6, H, carries 0.47; number 7, O, carries -0.46; number 8, O, carries -0.45; number 9, C, carries -0.20; number 10, H, carries 0.46